Record 1
67
Properties=species:S:1:pos:R:3:forces:R:3:lowdin_spin:R:1 method="wB97M-V/def2-TZVPD" e_tot_ha=-1896.583638 e_above_lowest_kcal_mol=0.00 spin_multiplicity=4 charge=+2
Re -0.611855 -0.353480 0.437145 -0.33 0.15 -0.18 2.4040
C 0.959766 0.502445 1.727923 0.07 0.27 -0.01 0.0001
C 1.631548 -0.073427 0.587254 0.05 0.32 -0.26 -0.0174
C 1.211439 0.716184 -0.578102 -0.14 -0.17 0.50 0.0491
C 0.310269 1.709794 -0.067855 0.04 -0.28 0.21 0.0073
C 0.173963 1.626728 1.354256 0.28 -0.32 -0.29 0.0295
C -0.511613 2.599102 2.280842 -0.03 0.07 0.02 0.0077
C -1.938863 2.906956 1.825974 0.01 0.01 0.02 0.0032
C -0.519327 2.063809 3.712195 -0.04 -0.01 -0.01 0.0010
C 0.335117 3.886202 2.216554 -0.02 -0.03 0.01 0.0042
C 1.543136 0.642484 -2.069540 0.00 0.11 -0.04 0.0128
C 3.042522 0.902571 -2.285187 -0.06 -0.02 0.00 0.0041
C 0.794520 1.760625 -2.809053 -0.01 -0.01 -0.04 0.0010
C 1.091049 -0.683315 -2.696501 0.03 0.04 0.00 0.0137
C 2.716013 -1.123205 0.856967 0.02 -0.05 0.05 -0.0001
C 2.974380 -2.177812 -0.219739 -0.04 0.03 0.01 -0.0002
C 3.998362 -0.295735 1.087676 -0.01 -0.02 -0.01 -0.0043
C 2.400699 -1.879905 2.159421 0.04 -0.02 0.03 0.0012
H 1.067997 0.152205 2.740569 -0.03 -0.02 -0.03 0.0027
H -0.213583 2.421357 -0.680166 0.00 0.03 0.01 0.0017
H -2.569977 2.017912 1.881505 0.00 -0.01 -0.01 0.0009
H -1.962746 3.297491 0.809168 -0.01 0.00 -0.01 0.0001
H -2.365987 3.663898 2.483162 0.00 0.01 0.01 0.0002
H -1.046289 1.110331 3.781847 0.01 0.01 0.00 0.0006
H -1.031363 2.775480 4.358289 0.00 0.01 0.01 0.0003
H 0.492023 1.944063 4.102824 0.02 -0.01 0.01 0.0000
H 0.325153 4.322371 1.216808 0.00 0.00 -0.02 0.0000
H 1.370096 3.697020 2.503982 0.02 0.00 0.00 -0.0001
H -0.077385 4.620523 2.907868 -0.01 0.00 0.01 0.0010
H 3.338305 1.849817 -1.832068 0.00 0.01 0.01 0.0000
H 3.241012 0.971653 -3.354757 0.00 -0.01 -0.01 0.0012
H 3.677639 0.121637 -1.884623 0.04 -0.13 0.06 0.0001
H 1.091767 2.750212 -2.460275 0.01 0.01 -0.01 0.0000
H -0.289362 1.662308 -2.715053 -0.01 0.00 -0.01 0.0003
H 1.037923 1.702936 -3.869007 0.00 -0.01 -0.01 0.0001
H 1.512142 -1.556991 -2.211020 0.03 -0.06 0.05 0.0003
H 1.390063 -0.704236 -3.744731 0.01 -0.02 -0.01 0.0015
H -0.001886 -0.758619 -2.673997 -0.01 0.00 0.02 0.0046
H 3.286193 -1.761578 -1.169165 0.02 0.11 -0.13 0.0000
H 2.111561 -2.824380 -0.374174 0.00 0.02 -0.01 0.0000
H 3.791585 -2.810321 0.126145 0.00 0.00 0.00 0.0001
H 4.310914 0.236811 0.191656 0.00 0.01 -0.02 0.0000
H 4.804030 -0.969481 1.379362 0.01 -0.01 0.00 -0.0008
H 3.862619 0.430607 1.890143 -0.01 0.01 0.01 -0.0002
H 1.412705 -2.342689 2.141982 -0.02 -0.02 0.00 0.0009
H 2.483534 -1.247921 3.042705 0.01 -0.01 0.01 0.0001
H 3.130163 -2.678958 2.281377 0.01 0.00 0.00 0.0000
O -4.368164 1.437475 -1.870409 -0.10 -0.02 -0.07 0.0047
C -3.290764 0.861635 -1.393456 0.24 0.10 0.11 0.0081
O -2.346381 1.432672 -0.897925 -0.09 -0.10 0.05 0.0627
C -3.301454 -0.628274 -1.528642 0.02 0.03 -0.01 0.0107
C -4.306382 -1.289614 -2.217390 0.01 -0.07 -0.01 -0.0012
C -4.232491 -2.665837 -2.352851 0.00 0.05 -0.01 0.0103
C -3.162231 -3.328985 -1.774889 0.05 0.05 0.05 -0.0011
C -2.214656 -2.592237 -1.087168 -0.13 -0.01 -0.02 0.0096
N -2.261142 -1.254878 -0.969189 -0.03 -0.13 0.02 0.0139
C -1.052552 -3.188538 -0.379464 0.03 0.09 -0.01 0.0209
O -0.816560 -4.457287 -0.327514 0.02 0.03 -0.01 0.0110
O -0.238847 -2.421067 0.144183 0.09 -0.08 0.08 0.0572
H -4.319474 2.403954 -1.773926 0.03 -0.01 0.02 0.0001
H -5.121802 -0.723244 -2.642575 0.00 0.01 0.00 0.0000
H -4.992547 -3.210555 -2.895547 -0.01 -0.01 0.01 0.0005
H -3.090972 -4.405002 -1.859895 0.01 0.00 -0.01 -0.0001
H -1.510765 -5.019081 -0.703078 0.00 0.02 0.01 0.0005
O -2.711205 -3.100200 1.667395 -0.11 0.04 0.13 0.1120
S -2.655373 -1.895300 2.491343 0.35 0.11 -0.33 0.0917
N -1.786220 -0.779118 1.980426 -0.30 -0.12 0.07 0.0557

=====

Record 2
72
Properties=species:S:1:pos:R:3:forces:R:3:lowdin_spin:R:1 method="wB97M-V/def2-TZVPD" e_tot_ha=-6086.702100 spin_multiplicity=2 charge=-1
Cu -0.897463 0.890468 -0.276442 -0.14 0.03 -0.07 0.3626
F -5.951923 -2.683602 -1.209207 0.01 0.00 -0.01 0.0000
C -5.733097 -1.577445 -1.936120 0.02 0.00 0.01 0.0000
C -4.543899 -1.343887 -2.499018 -0.01 0.00 0.02 0.0001
N -4.296045 -0.231668 -3.265008 0.00 0.00 0.00 0.0004
C -2.951740 0.005089 -3.776512 0.03 -0.05 0.01 0.0019
C -1.926720 0.411405 -2.710429 -0.10 0.15 0.02 0.0081
O -0.888374 0.934159 -3.104512 0.02 -0.05 -0.02 0.0009
O -2.242937 0.151014 -1.500790 0.08 0.01 0.02 0.0446
C -5.257849 0.737217 -3.453060 0.00 0.00 0.00 0.0000
O -5.087658 1.750754 -4.097284 0.00 0.00 0.00 0.0000
N -6.475151 0.453877 -2.855078 0.00 0.01 0.01 0.0000
C -6.835003 -0.643393 -2.078893 -0.02 -0.02 -0.05 0.0000
O -7.949675 -0.759502 -1.617506 0.01 0.01 0.02 0.0000
H -3.717980 -2.028033 -2.372493 0.01 -0.01 0.00 0.0000
H -3.009106 0.787752 -4.525320 0.01 0.00 0.01 0.0000
H -2.591150 -0.907632 -4.255790 0.00 0.00 -0.02 0.0004
H -7.186816 1.156941 -2.989021 0.00 0.00 0.00 0.0000
N 2.365754 7.437219 6.420565 0.00 0.00 0.00 -0.0003
C 1.992520 6.685328 5.633796 0.00 0.00 0.00 -0.0001
C 1.526547 5.746951 4.652040 0.00 0.00 0.00 -0.0006
C 0.539498 6.120742 3.740028 0.00 0.00 0.00 0.0001
C 0.092394 5.216283 2.798074 0.00 0.00 0.00 -0.0001
C 0.616507 3.917972 2.741160 0.00 -0.01 0.01 0.0032
C 1.607669 3.557719 3.663996 0.00 0.00 -0.01 0.0008
C 2.058633 4.458840 4.607871 0.00 0.00 0.00 0.0003
C 0.148850 2.981234 1.771502 0.01 0.01 -0.03 0.0272
C -0.254990 2.178521 0.948158 0.01 -0.06 0.02 0.0705
H 0.129092 7.121108 3.777853 0.00 0.00 0.00 0.0000
H -0.672841 5.499235 2.088480 0.00 0.00 0.00 0.0000
H 2.015976 2.557260 3.627003 0.01 -0.01 0.00 0.0001
H 2.823836 4.172303 5.317155 0.00 0.00 0.00 0.0001
C -0.661834 -3.467270 1.788115 0.00 0.00 0.00 0.0011
Si -0.129270 -3.079124 0.023914 0.02 0.00 0.00 0.0545
C 1.122660 -4.391655 -0.499603 0.00 0.01 0.00 0.0224
C -1.643423 -3.227196 -1.079269 -0.01 -0.01 -0.01 0.0000
Ge 0.790734 -0.899660 -0.119714 0.09 0.00 0.07 0.2716
Si 2.126710 -0.732413 -2.079651 -0.02 -0.02 -0.03 0.0447
C 1.286779 -1.552080 -3.550803 -0.01 0.01 0.00 0.0005
C 2.488319 1.060091 -2.486619 0.01 0.00 0.00 -0.0004
C 3.773319 -1.618575 -1.798888 0.00 0.01 0.01 0.0201
Si 2.188314 -0.562877 1.769909 0.00 -0.02 -0.01 0.0379
C 3.263394 -2.085157 2.090727 -0.01 0.00 0.00 0.0170
C 3.338274 0.896888 1.473868 0.00 0.00 0.02 -0.0006
C 1.177836 -0.262575 3.326926 0.00 0.02 -0.01 -0.0004
H -1.137829 -4.450422 1.844395 0.00 0.00 0.00 0.0000
H -1.374115 -2.723272 2.150788 0.00 0.00 0.00 0.0003
H 0.193995 -3.467521 2.466878 0.00 0.00 0.01 0.0003
H 0.698676 -5.395806 -0.404315 0.00 0.00 0.00 0.0037
H 2.021991 -4.341970 0.118269 0.01 0.00 0.01 0.0006
H 1.426856 -4.250547 -1.539155 0.00 0.00 0.00 0.0002
H -2.065278 -4.235835 -1.057966 0.00 0.00 0.00 -0.0002
H -1.393073 -2.973623 -2.113079 0.00 0.00 0.00 0.0000
H -2.398140 -2.519444 -0.731908 0.00 0.01 0.00 0.0001
H 0.384564 -0.995543 -3.809966 0.01 -0.01 0.01 0.0000
H 1.015102 -2.588276 -3.335874 0.01 -0.01 0.00 0.0002
H 1.950878 -1.550752 -4.420248 0.01 0.00 0.00 0.0000
H 1.554199 1.581373 -2.699939 -0.01 0.00 0.00 -0.0002
H 3.140244 1.135807 -3.362196 0.00 0.00 0.00 -0.0002
H 2.979754 1.560446 -1.649196 0.00 0.01 0.00 0.0000
H 3.624533 -2.667361 -1.531703 0.00 0.00 0.00 0.0007
H 4.338876 -1.145360 -0.992828 0.01 -0.01 0.00 0.0002
H 4.386016 -1.581682 -2.704916 0.00 0.00 0.00 0.0031
H 3.872281 -2.333842 1.219214 0.01 0.00 -0.01 0.0006
H 2.647624 -2.956714 2.326534 0.00 0.00 0.00 0.0002
H 3.935308 -1.912074 2.936972 0.00 0.00 0.00 0.0026
H 4.019034 0.694521 0.643404 0.00 0.00 0.00 0.0001
H 3.946007 1.106791 2.359724 0.00 0.01 0.00 0.0000
H 2.759312 1.788890 1.226608 -0.01 0.02 0.00 -0.0002
H 0.564258 -1.134168 3.565373 0.00 -0.02 0.00 0.0001
H 0.511024 0.589978 3.186582 0.00 -0.01 0.01 -0.0002
H 1.829229 -0.066220 4.184436 0.00 0.00 0.01 -0.0002

=====

Record 3
72
Properties=species:S:1:pos:R:3:forces:R:3:mulliken_charge:R:1 method="wB97M-V/def2-TZVPD" e_tot_ha=-3795.041493 charge=0
C -4.760514 -0.366558 2.382014 -0.44 0.48 -0.92 -0.8629
C -4.206109 -1.139495 1.077589 -1.25 0.44 0.24 -0.3453
O -2.922874 -0.595212 0.689502 0.15 -0.72 -0.26 0.1996
C -1.818950 -1.172207 1.408697 -1.65 -0.27 1.70 -1.6572
C -0.323868 -0.961216 0.916133 1.21 -2.34 0.53 0.1543
C 0.382178 -2.324027 1.553402 0.82 0.52 0.74 -0.7945
C 0.088066 -2.451213 3.164360 0.16 -1.29 -0.80 -0.6334
C 1.385812 -3.084572 3.933554 -0.73 0.40 -0.72 -0.4459
S 1.994510 -1.771645 5.152482 -0.17 -0.07 -0.28 -0.2609
O 0.480504 0.025127 1.613858 -1.75 1.28 -0.81 0.1570
S -0.272147 1.480025 1.953882 3.17 2.72 0.91 0.0766
O 0.914860 2.457963 1.946797 -3.36 -2.95 -0.40 -0.5662
O -1.311407 1.790583 0.726424 1.26 -1.93 0.68 0.0468
C -0.925177 1.818150 -0.642284 -0.29 1.81 -2.03 -0.1106
C -0.397417 3.365277 -0.821656 0.39 0.50 -0.69 -0.3905
C -1.376029 4.456451 -0.136902 0.35 1.34 -0.40 -0.6913
C -0.569298 5.390683 0.944777 -0.54 -0.62 -0.52 -0.9111
I 0.137762 7.165703 -0.189934 -0.11 -0.63 0.60 -0.0319
P -2.630143 1.709413 -1.570742 -1.06 0.41 0.37 0.1099
S -2.814124 2.950812 -3.047643 0.17 -0.12 -0.29 -0.3034
C 0.069025 0.711620 -1.250494 2.61 0.44 1.70 -0.2202
C 0.288060 0.871697 -2.844656 -1.62 1.92 -0.34 -1.5091
I 2.439558 1.013998 -3.424067 -1.08 -0.21 0.25 0.1251
C -0.600070 0.081916 -3.903168 0.51 -1.15 -0.62 -0.1274
C -0.045104 -1.293948 -4.500556 -0.54 -0.91 -0.86 -0.7991
I -0.730689 1.391738 -5.704471 0.06 -0.42 0.57 0.1125
C 0.000279 -0.804574 -0.662070 -0.01 0.39 -0.25 2.7922
C 1.351796 -1.547905 -1.071854 0.90 -0.88 -1.31 -1.5851
C 2.777550 -1.110414 -0.583980 5.40 0.08 0.90 0.6118
C 3.310896 0.064185 0.252562 1.27 -1.52 -0.77 0.1143
C 4.814808 0.312499 0.675252 -0.17 -3.41 -2.40 -0.6824
C 5.930441 -0.686507 0.217592 -4.70 -0.15 -0.98 -0.4573
C 5.425504 -1.894479 -0.676472 -1.71 2.03 1.12 -0.5599
C 3.942394 -2.103102 -1.071076 1.36 2.24 1.94 -0.5537
N -1.132710 -1.453681 -1.391115 -0.28 -4.89 0.02 -0.4401
C -1.228665 -2.717352 -1.382211 1.26 -2.73 0.87 0.6512
O -1.220168 -3.978385 -1.319820 -0.60 7.27 -0.68 -0.6166
H -3.934202 0.346774 2.736086 -1.25 -1.19 -0.21 0.2234
H -5.159831 -1.064084 3.196152 0.80 1.07 -1.09 0.2666
H -5.634861 0.302855 2.019209 1.41 -1.07 0.83 0.2836
H -4.219634 -2.273294 1.248430 0.51 1.46 -0.28 0.3120
H -4.939256 -0.936847 0.200770 1.47 -0.31 1.36 0.3291
H -2.081059 -2.304177 1.513400 0.94 1.73 -0.39 0.4919
H -1.927580 -0.762978 2.497175 0.68 -0.74 -1.65 0.3523
H 1.541028 -2.225429 1.535292 -2.05 0.06 -0.57 0.3512
H 0.066955 -3.265427 0.984023 0.36 1.34 0.87 0.2352
H -0.142734 -1.432222 3.631317 0.13 -1.71 -0.78 0.1797
H -0.775599 -3.213591 3.282187 1.18 1.58 0.09 0.2668
H 2.244558 -3.350514 3.215481 -1.40 0.51 1.02 0.3154
H 1.086221 -4.058549 4.490734 0.61 1.96 -0.63 0.3924
H 1.583572 -0.532360 4.630678 0.24 -1.61 -0.03 0.1185
H -0.312353 3.691272 -1.915282 -0.23 -0.88 1.43 0.5887
H 0.681531 3.493111 -0.404770 -1.92 -0.63 -0.43 0.4719
H -1.698440 5.218347 -0.954978 0.41 -1.68 1.30 0.4456
H -2.360589 4.046297 0.274583 1.60 0.34 -0.26 0.2346
H -1.250243 5.823030 1.753937 1.16 -0.77 -1.12 0.4300
H 0.389467 4.902809 1.327348 -1.63 0.68 -0.31 0.3517
H -3.670761 2.079860 -0.619198 1.07 -0.74 -0.13 0.1077
H -2.953264 0.329431 -1.899896 0.51 0.89 0.59 0.0990
H 1.101462 1.094970 -0.854872 -1.77 -0.70 -0.55 -0.3109
H -0.007345 1.975274 -3.086220 0.60 -1.98 0.83 0.6650
H -1.691854 -0.080930 -3.607268 1.72 0.51 -0.17 0.2258
H -0.303046 -2.238412 -3.889581 0.33 1.65 -0.61 0.1339
H 1.077524 -1.336447 -4.715261 -1.54 0.48 0.43 0.2096
H -0.567340 -1.449208 -5.527664 0.91 0.18 1.83 0.4164
H 1.396902 -1.531023 -2.238195 -0.14 0.27 1.96 0.4146
H 1.357309 -2.701579 -0.884143 -0.59 2.10 0.04 0.5159
H 2.565361 0.847791 0.600949 1.20 -1.16 -0.35 0.1005
H 5.084011 1.235581 1.295114 -0.61 -1.57 -1.04 0.3441
H 7.046126 -0.566870 0.493938 -2.21 -0.21 -0.53 0.3179
H 6.249611 -2.636374 -1.012813 -1.81 1.29 0.47 0.2782
H 3.709814 -3.028434 -1.730365 0.29 1.80 1.27 0.2464